(1)
Formula: C16H31ClNO6S
Source: the Open Molecules 2025 dataset
Level of theory: the ωB97M-V functional and the def2-TZVPD basis

ORCA input file:
```
! RIJCOSX wB97M-V def2-TZVPD def2/J DEFGRID3
* xyz -1 1
C 2.57134 2.42193 2.63344
C 2.86211 0.98969 3.12301
C 3.01672 -0.05271 2.01011
O 1.99441 -1.03881 1.98924
C 0.71574 -0.55187 1.70048
C -0.21475 -0.86056 2.92927
O -0.19670 0.04587 3.78099
O -0.79700 -1.93460 2.92973
N 0.19849 -1.19606 0.46341
Cl 1.47358 -1.05561 -0.78115
C -0.94963 -0.44996 -0.06802
C -2.25309 -0.79812 0.63749
C -3.46320 -0.12698 -0.01628
C -3.56208 1.37754 0.25837
C -3.88368 1.75785 1.71296
C -4.88814 0.85230 2.38916
O -5.43953 1.54386 3.50599
C -6.38375 0.77600 4.21034
H 2.86574 2.55702 1.59056
H 3.10317 3.17155 3.21810
H 1.50093 2.62102 2.69680
H 2.02654 0.67851 3.75174
H 3.74639 0.98448 3.76165
H 3.08818 0.41772 1.02368
H 3.94074 -0.61328 2.15889
H 0.72805 0.53080 1.52209
H -1.05400 -0.71431 -1.12112
H -0.77928 0.63522 -0.03443
H -2.37574 -1.88094 0.63688
H -2.21541 -0.52557 1.69023
H -4.36326 -0.64248 0.31841
H -3.41421 -0.27321 -1.10221
H -2.60186 1.82548 0.00079
H -4.30456 1.81637 -0.41155
H -2.97266 1.80545 2.30940
H -4.30576 2.76653 1.72460
H -5.69992 0.56639 1.70990
H -4.39987 -0.05892 2.75071
H -6.15343 -0.29263 4.16612
H -7.38935 0.92032 3.80037
H -6.36683 1.07550 5.25723
C 2.63148 -1.64090 -5.48955
C 3.97626 -1.63470 -6.22997
C 4.90019 -0.66501 -5.48481
S 4.34930 -0.66897 -3.76684
O 3.85190 0.64460 -3.45465
O 5.35376 -1.29287 -2.94668
C 2.96585 -1.77994 -4.00816
H 1.98876 -2.45289 -5.82654
H 2.10393 -0.70063 -5.66319
H 4.40447 -2.63893 -6.21295
H 3.86379 -1.34362 -7.27393
H 5.94372 -0.96741 -5.50958
H 4.80054 0.35536 -5.84919
H 2.15205 -1.49939 -3.34297
H 3.30951 -2.78552 -3.76834
*
```

Calculated values
Frontier orbital gap, eV: 6.76
Lowest unoccupied orbital energy, eV: 2.15

Need the Mulliken charges? In units of e they are: -1.13, -0.26, -0.42, -0.43, 0.18, 0.38, -0.78, -0.71, -0.14, -0.35, -0.53, -0.10, -0.83, -0.65, -0.53, -0.45, -0.37, -0.73, 0.29, 0.33, 0.25, 0.25, 0.45, 0.25, 0.29, 0.31, 0.37, 0.32, 0.20, -0.08, 0.34, 0.46, 0.29, 0.34, 0.22, 0.39, 0.29, 0.39, 0.32, 0.25, 0.26, -0.70, -0.66, -0.63, 1.19, -0.65, -0.68, -0.23, 0.37, 0.32, 0.29, 0.33, 0.33, 0.35, 0.09, 0.37

(2)
Formula: C29H48ClN3O4P
Source: the Open Molecules 2025 dataset
Level of theory: the ωB97M-V functional and the def2-TZVPD basis

ORCA input file:
```
! RIJCOSX wB97M-V def2-TZVPD def2/J DEFGRID3
* xyz 1 1
H 3.22085 -4.77199 0.28285
N 2.92336 -4.93568 1.27433
C 1.67891 -4.35951 1.36499
C 0.88729 -4.49258 2.83229
C 0.94547 -3.60002 0.06685
C 0.74691 -2.02143 0.44083
C 2.04341 -1.17818 -0.09842
N 1.86471 0.24140 0.47015
C 3.25744 0.77609 0.62852
C 4.08778 0.28051 1.94800
C 5.54550 1.10045 1.88874
Cl 3.34122 0.70119 3.58222
C 0.85257 1.06216 -0.25352
C 1.01041 1.22441 -1.86843
C 2.45578 1.22721 -2.56376
C 2.75732 0.05827 -3.72769
C 4.16994 -0.04207 -4.56891
C 5.41481 1.01908 -4.31679
C 5.16757 2.16734 -3.16185
C 3.72121 2.25631 -2.34790
P 0.63521 2.87405 0.41407
N 1.35160 4.07746 -0.73297
O 1.52642 3.14239 1.89174
C -0.63962 0.33024 -0.04085
C -1.55155 0.77655 1.17694
C -1.06800 0.04663 2.72354
C -0.06696 1.05952 3.71509
O -1.65549 0.73600 4.00449
C -0.61747 -1.31034 -0.15729
C -1.08236 -1.92445 -1.61234
C -2.52309 -1.40242 -2.19004
C -3.69614 -1.17353 -1.07422
C -5.15197 -1.37508 -1.87326
C -6.12665 -0.07906 -1.46346
C -6.49168 -0.07664 0.15424
O -5.47692 0.58616 0.98922
C -5.72007 2.03165 1.12434
C -4.95367 2.79281 2.39838
O -6.51143 2.76926 0.31248
H -0.29048 -4.52213 2.70187
H 1.18807 -5.48956 3.40721
H 1.13176 -3.54251 3.47089
H 1.53356 -3.81557 -0.92402
H -0.09615 -4.17285 -0.04417
H 0.82078 -1.97703 1.63186
H 2.19566 -1.20933 -1.25434
H 2.99856 -1.72615 0.36424
H 1.49116 0.08452 1.45515
H 3.38019 1.93788 0.54609
H 3.87183 0.34496 -0.30360
H 4.40129 -0.86967 1.89248
H 5.31424 2.13036 2.44694
H 5.82122 1.38201 0.78633
H 6.39483 0.56980 2.49260
H 0.41174 2.17726 -2.27230
H 0.40148 0.31165 -2.34484
H 1.91328 -0.72585 -4.00763
H 4.30559 -0.86541 -5.39037
H 6.42759 0.96749 -4.91932
H 6.00260 2.97152 -2.89410
H 3.63393 3.10490 -1.55314
H 1.62202 4.93779 -0.20696
H 0.57106 4.33422 -1.40522
H 1.69297 4.14423 1.99442
H -1.24948 0.70762 -1.00112
H -1.81318 1.87819 1.38320
H -2.60333 0.21538 1.07445
H -0.85092 -1.18976 2.74300
H 0.50114 0.59533 4.62895
H -0.27673 2.22869 3.59397
H -1.48068 -1.67497 0.58721
H -0.28201 -1.74507 -2.48097
H -1.20451 -3.11358 -1.58885
H -2.31654 -0.37138 -2.74796
H -2.86704 -2.15096 -3.05199
H -3.67607 -0.00990 -0.80634
H -3.60741 -1.83753 -0.11453
H -4.98883 -1.27453 -3.03202
H -5.68767 -2.37470 -1.58564
H -5.52381 0.92174 -1.70821
H -7.10358 -0.03508 -2.14471
H -7.56419 0.37598 0.31155
H -6.48705 -1.22451 0.48209
H -3.77216 2.70205 2.32883
H -5.32145 2.35551 3.44201
H -5.23588 3.94481 2.38438
*
```

Calculated values
Frontier orbital gap, eV: 8.50
Energy above the lowest of the compared OMol25 structures with the same formula, charge and spin, kcal per mole: 512.6
SMILES string: [H]/N=C(/C)C[C@H]1C[N@@H+](C[C@@H](C)Cl)[C@](Cc2ccccc2)(P(N)O)[C@H](C[C@H]2CO2)[C@H]1CCCCCCOC(C)=O
Lowest unoccupied orbital energy, eV: -2.72

Need the Mulliken charges? In units of e they are: 0.29, -0.71, 0.22, -0.85, -0.56, 0.74, -1.00, 0.88, -0.96, 0.18, -1.03, -0.17, 1.07, -0.38, 0.04, -0.27, -0.52, -0.42, -0.50, -0.35, 0.08, -0.56, -0.46, -0.77, -0.49, 0.33, -0.60, -0.50, 0.13, -0.63, -0.80, 0.59, -0.81, -0.52, -0.51, -0.26, 0.61, -0.64, -0.54, 0.25, 0.35, 0.19, 0.36, 0.28, -0.28, 0.23, 0.30, 0.17, 0.33, 0.46, 0.39, 0.31, 0.29, 0.33, 0.61, 0.01, 0.24, 0.31, 0.31, 0.31, 0.34, 0.28, 0.27, 0.27, 0.03, 0.26, -0.09, 0.20, 0.37, 0.18, 0.45, -0.22, 0.43, 0.13, 0.45, -0.28, 0.29, 0.38, 0.25, 0.27, 0.35, 0.35, 0.31, 0.09, 0.26, 0.29

(3)
Formula: C21H56Ag2N4O8
Source: the Open Molecules 2025 dataset
Level of theory: the ωB97M-V functional and the def2-TZVPD basis

ORCA input file:
```
! RIJCOSX wB97M-V def2-TZVPD def2/J DEFGRID3
* xyz 2 3
Ag -6.84478 3.06017 -3.69786
Ag -1.41113 1.37483 -8.10617
C 1.13087 -3.83909 -6.47371
O 0.73158 -2.91248 -7.47793
H 1.84082 -4.58859 -6.82345
H 1.71200 -3.34336 -5.69613
H 0.31948 -4.32648 -5.93315
C -0.21477 1.37031 -0.81833
C -1.25863 1.96225 -1.68626
O -1.06244 2.24288 -2.85693
O -2.40295 2.02893 -1.22020
H -0.53765 1.01168 0.15903
H 0.65866 1.99748 -0.63985
H 0.09835 0.45876 -1.32739
C -5.37073 -4.63764 -0.39369
C -6.49761 -4.98463 0.63665
C -6.32558 -4.48797 2.04065
O -7.38852 -5.03881 2.81234
C -7.53213 -4.54959 4.09434
N -7.71227 -4.46533 0.03644
H -5.25476 -3.56242 -0.52984
H -5.69594 -4.99296 -1.37148
H -4.45507 -5.18404 -0.16757
H -6.50080 -6.07441 0.65884
H -6.40537 -3.40164 2.00020
H -5.36461 -4.82231 2.43161
H -7.27475 -5.23689 4.90024
H -8.56039 -4.28260 4.33828
H -7.04037 -3.60521 4.32760
H -7.80521 -3.49984 -0.24515
H -8.44153 -4.43865 0.73470
C -4.28438 3.81000 5.39835
C -3.42512 5.08935 5.19704
C -1.86722 4.94363 5.17464
O -1.41059 4.71542 6.53105
C 0.01752 4.49821 6.66552
N -3.92577 5.62704 3.93705
H -3.92092 3.31569 6.29926
H -4.19793 3.24355 4.47112
H -5.33474 4.04332 5.57274
H -3.66680 5.84228 5.94722
H -1.50569 5.91607 4.84035
H -1.52922 4.13100 4.53161
H 0.19146 4.07760 7.65594
H 0.59712 5.40718 6.50446
H 0.27911 3.71284 5.95639
H -3.41612 5.13485 3.21725
H -3.35560 6.45781 3.86755
C 0.95401 -9.68852 3.49473
C 1.55509 -9.29522 4.87144
C 1.64842 -7.74274 5.14108
O 0.43161 -7.07384 4.79535
C 0.58513 -5.64293 5.05126
N 0.58352 -9.70888 5.85872
H 0.04508 -9.13334 3.26296
H 0.75222 -10.75179 3.36494
H 1.72333 -9.48695 2.74934
H 2.48438 -9.79090 5.15217
H 2.42490 -7.33267 4.49530
H 1.95072 -7.55083 6.17059
H -0.35892 -5.15939 4.80015
H 1.33329 -5.21316 4.38519
H 0.77973 -5.31950 6.07382
H -0.07477 -8.94338 5.83058
H 0.08021 -10.46528 5.41755
C 4.77802 3.23417 -7.36714
C 4.23274 4.38782 -8.24898
C 5.42234 5.19261 -8.82072
O 4.97264 6.12285 -9.74156
C 5.95448 6.59387 -10.73306
N 3.35468 3.83985 -9.28215
H 3.91431 2.81748 -6.84901
H 5.49116 3.52688 -6.59652
H 5.26489 2.45687 -7.95610
H 3.69651 5.09731 -7.61877
H 6.11721 4.51279 -9.31376
H 5.93025 5.73962 -8.02642
H 6.84154 7.01066 -10.25608
H 5.40038 7.42311 -11.17291
H 6.25341 5.92244 -11.53798
H 3.36900 4.52825 -10.02107
H 3.95414 3.15153 -9.71453
C 6.17345 6.61880 -0.14412
C 6.64446 6.10468 1.25031
O 7.82416 6.82001 1.65497
H 6.94910 6.38360 -0.87292
H 6.06716 7.70358 -0.15141
H 5.24272 6.22479 -0.55228
H 6.81070 5.03055 1.33223
H 5.87246 6.35650 1.97742
H 8.19126 6.30050 2.37395
*
```

Calculated values
Frontier orbital gap (alpha / beta), eV: 1.45 / 1.45
Energy above the lowest of the compared OMol25 structures with the same formula, charge and spin, kcal per mole: 20.9
⟨S²⟩: 2.010
Lowest unoccupied orbital energy (alpha / beta), eV: -9.55 / -9.55

Need the Mulliken charges? In units of e they are: 1.00, 0.99, -0.45, -0.29, 0.25, 0.24, 0.25, -0.81, 0.77, -0.54, -0.30, 0.33, 0.28, 0.26, -1.43, 0.56, -0.64, -0.32, -0.79, -0.72, 0.31, 0.39, 0.38, 0.22, 0.33, 0.33, 0.27, 0.28, 0.33, 0.22, 0.27, -1.24, 0.36, -0.66, -0.32, -0.70, -0.78, 0.35, 0.27, 0.32, 0.35, 0.33, 0.34, 0.25, 0.27, 0.31, 0.25, 0.30, -1.34, 0.35, -0.81, -0.34, -0.78, -0.76, 0.32, 0.43, 0.32, 0.30, 0.45, 0.42, 0.26, 0.30, 0.31, 0.31, 0.27, -1.33, 0.27, -0.71, -0.36, -0.73, -0.74, 0.32, 0.37, 0.36, 0.30, 0.38, 0.35, 0.32, 0.26, 0.31, 0.34, 0.30, -1.03, -0.19, -0.51, 0.27, 0.28, 0.33, 0.31, 0.23, 0.30

(4)
Formula: C5H7N2
Source: the Open Molecules 2025 dataset
Level of theory: the ωB97M-V functional and the def2-TZVPD basis

ORCA input file:
```
! RIJCOSX wB97M-V def2-TZVPD def2/J DEFGRID3
* xyz 1 1
C 1.37553 1.32458 -1.62146
C 0.72456 1.47703 -0.35698
N 0.50824 2.09150 0.73703
C -0.41556 0.91528 0.41664
N -0.35918 -0.40141 1.16582
C -0.11288 -1.49211 1.78667
C -1.53632 -1.26610 1.52472
H 0.65823 0.93782 -2.43078
H 2.26851 0.78030 -1.77069
H 1.82468 2.31885 -1.98679
H -1.39322 1.22892 0.27712
H 0.59160 -2.00760 2.38495
H -2.09801 -1.89295 0.71185
H -2.14894 -0.94148 2.29189
*
```

Calculated values
Frontier orbital gap, eV: 9.48
Energy above the lowest of the compared OMol25 structures with the same formula, charge and spin, kcal per mole: 147.9
SMILES string: CC1=N[C@@H]1[N+]1=CC1
Lowest unoccupied orbital energy, eV: -5.21

Need the Mulliken charges? In units of e they are: -1.00, 0.34, -0.42, 0.06, 0.03, 0.19, -0.59, 0.30, 0.34, 0.33, 0.48, 0.37, 0.26, 0.32

(5)
Formula: C13H25F5NO2P2Tc
Source: the Open Molecules 2025 dataset
Level of theory: the ωB97M-V functional and the def2-TZVPD basis

ORCA input file:
```
! RIJCOSX wB97M-V def2-TZVPD def2/J DEFGRID3
* xyz 1 4
C 0.91284 -1.41449 -3.25418
C 0.92773 -1.00701 -1.90817
N -0.24019 -0.93094 -1.19940
C -1.40327 -1.21243 -1.82098
C -1.46732 -1.64732 -3.13680
C -0.29345 -1.72364 -3.87573
C 2.24123 -0.67132 -1.27590
P 2.01001 -0.22192 0.53464
Tc -0.30307 -0.40311 1.03455
P -2.48536 -0.16172 0.53222
C -2.67118 -1.13319 -1.03376
O 2.41459 3.03691 -2.79592
O -0.21827 2.24268 -0.88183
H 1.86876 -1.45204 -3.77499
H -2.43323 -1.88721 -3.54288
H -0.31113 -2.03276 -4.90297
C 2.88592 -1.68206 1.13367
C 3.29476 1.05946 0.74816
H -3.46208 -0.64069 -1.60878
H -3.04013 -2.12818 -0.74938
H 2.73633 0.20210 -1.69748
H 2.95788 -1.49285 -1.37728
C -3.46849 -1.03205 1.78274
C -3.46783 1.31995 0.16758
H 0.65610 2.41908 -1.39502
H -0.58334 3.09664 -0.56911
H 1.57455 2.55526 -2.68747
H 2.59384 2.50727 -3.59949
H -0.15455 -1.91305 1.49541
H -1.17543 0.99045 1.34343
H 3.88331 -1.71586 0.69166
H 2.95738 -1.64387 2.21511
H 2.33655 -2.56918 0.82119
H 4.28215 0.64282 0.51989
H 3.14059 1.92187 0.08804
H 3.30271 1.40306 1.78619
H -4.48820 1.01379 -0.10552
H -3.46738 1.95279 1.06313
H -2.99579 1.86668 -0.65481
H -4.50585 -1.10813 1.42455
H -3.04195 -2.03095 1.95649
H -3.42332 -0.46295 2.72405
F -0.85249 -0.57774 3.85907
C -0.42828 0.47871 3.06070
F -1.36374 1.50161 3.31908
C 0.88120 1.03634 3.71831
F 0.64283 1.41899 4.98661
F 1.87262 0.09569 3.78366
F 1.37148 2.13449 3.05771
*
```

Calculated values
Frontier orbital gap (alpha / beta), eV: 7.86 / 7.86
Energy above the lowest of the compared OMol25 structures with the same formula, charge and spin, kcal per mole: 7.9
⟨S²⟩: 3.766
Lowest unoccupied orbital energy (alpha / beta), eV: -2.94 / -4.41

Need the Mulliken charges? In units of e they are: -0.84, 0.33, 0.29, 0.40, -0.85, -0.50, -1.12, 1.41, -0.77, 1.29, -1.27, -0.55, -0.40, 0.51, 0.53, 0.46, -1.60, -1.30, 0.59, 0.53, 0.40, 0.56, -1.53, -1.55, 0.09, 0.29, 0.22, 0.36, 0.05, 0.22, 0.49, 0.35, 0.41, 0.46, 0.37, 0.40, 0.49, 0.42, 0.37, 0.46, 0.43, 0.37, -0.31, 0.84, -0.27, 0.18, -0.25, -0.24, -0.26

(6)
Formula: C5H4O2
Source: the Open Molecules 2025 dataset
Level of theory: the ωB97M-V functional and the def2-TZVPD basis

ORCA input file:
```
! RIJCOSX wB97M-V def2-TZVPD def2/J DEFGRID3
* xyz 0 1
C -2.00668 1.45891 0.63990
C -1.31823 0.69849 -0.01582
C -0.50731 -0.27703 -0.92977
C 0.96661 -0.60135 -0.46028
O 1.83357 -1.25557 -1.24884
C 1.59427 -0.47537 1.09224
O 2.80059 -0.53528 1.25633
H -2.75820 2.22197 0.85749
H -0.31350 0.18307 -2.08990
H -1.03365 -1.33141 -1.06947
H 0.74254 -0.08643 1.96810
*
```

Calculated values
Frontier orbital gap, eV: 8.89
Energy above the lowest of the compared OMol25 structures with the same formula, charge and spin, kcal per mole: 109.9
SMILES string: C#CCC(=O)C=O
Lowest unoccupied orbital energy, eV: -0.98

Need the Mulliken charges? In units of e they are: 0.02, -0.42, -0.32, 0.39, -0.50, 0.10, -0.37, 0.38, 0.26, 0.26, 0.21